Below is C2F3LiNO7S2 as an isolated structure in a non-equilibrium geometry, with properties calculated with ωB97M-V/def2-TZVPD.

The HOMO energy is -5.43 eV. The electronic energy comes out at -47926.824 eV. The orbital gap is 7.1 eV. The total charge is -1.

Structure (XYZ):
```
16
Properties=species:S:1:pos:R:3:nbo_charge:R:1
N -1.406 -0.379 0.037 -1.24
S -1.376 -2.029 0.121 2.49
O -2.786 -2.433 0.010 -0.97
O -0.540 -2.466 -1.038 -1.12
S -0.297 0.719 0.136 2.16
O 1.003 0.018 0.095 -1.08
O 0.036 2.022 -0.481 -0.94
C -0.925 1.529 1.740 0.73
F -2.219 1.299 1.940 -0.31
F -0.248 1.062 2.780 -0.33
F -0.795 2.853 1.755 -0.33
Li 1.084 -1.335 -1.204 0.92
O -0.764 -2.452 1.433 -1.00
C 3.160 0.479 -2.334 1.05
O 3.976 1.031 -2.959 -0.49
O 2.098 0.080 -2.030 -0.54
```



Below is C2F3NNiO3S2 as an isolated structure in a non-equilibrium geometry, with properties calculated with ωB97M-V/def2-TZVPD.

The HOMO energy (alpha / beta) is -2.64 / -4.23 eV. The electronic energy comes out at -80571.485 eV. The orbital gap (alpha / beta) is 6.1 / 7.2 eV. Its spin multiplicity is 4. The total charge is -1.

Structure (XYZ):
```
12
Properties=species:S:1:pos:R:3:nbo_charge:R:1
N 0.195 1.021 1.482 -0.99
S -0.046 2.406 0.420 -0.39
S 0.439 -0.362 0.828 1.24
C 1.923 -0.283 -0.397 0.76
F 1.660 0.132 -1.629 -0.32
F 2.857 0.503 0.125 -0.32
F 2.419 -1.522 -0.479 -0.34
O -2.418 -2.081 0.769 -0.59
C -2.361 -1.192 -0.020 1.04
O -3.038 -0.328 -0.543 -0.68
O -0.652 -0.569 -0.430 -1.06
Ni -1.273 1.171 -1.337 0.66
```



Below is a single C2F5NO molecule in a non-equilibrium geometry, with properties calculated with ωB97M-V/def2-TZVPD.

The HOMO energy is -9.38 eV. The electronic energy comes out at -19195.896 eV. The orbital gap is 9.9 eV. As for the SMILES: [O-][N+](=C(F)F)C(F)(F)F.

Structure (XYZ):
```
9
Properties=species:S:1:pos:R:3:nbo_charge:R:1
C -1.315 0.169 0.053 0.86
C 1.107 0.110 -0.017 1.07
N -0.250 -0.553 0.007 -0.04
O -0.200 -1.787 -0.025 -0.51
F -2.494 -0.374 0.024 -0.25
F -1.275 1.454 -0.072 -0.26
F 1.198 0.875 1.077 -0.31
F 2.041 -0.802 -0.001 -0.26
F 1.188 0.907 -1.045 -0.29
```



Below is C2F6IrNO3S2 as an isolated structure in a non-equilibrium geometry, with properties calculated with ωB97M-V/def2-TZVPD.

The HOMO energy (alpha / beta) is -15.05 / -16.17 eV. The electronic energy comes out at -50503.585 eV. The orbital gap (alpha / beta) is 8.3 / 7.7 eV. Its spin multiplicity is 6. The total charge is +1.

Structure (XYZ):
```
15
Properties=species:S:1:pos:R:3:mulliken_charge:R:1
O 1.173 -2.419 0.912 -0.45
Ir 0.192 -1.156 1.850 1.42
N -0.754 0.230 -0.129 -0.41
S 0.352 -1.252 -0.781 0.17
C -1.172 -2.182 -1.260 0.83
F -1.674 -1.654 -2.368 -0.17
F -2.111 -2.171 -0.328 -0.17
F -0.833 -3.445 -1.501 -0.18
S -0.244 1.339 0.820 0.90
O 0.408 0.731 2.054 -0.61
O -1.183 2.422 1.113 -0.51
C 1.204 2.227 0.044 0.77
F 2.218 1.394 -0.126 -0.21
F 0.832 2.717 -1.127 -0.19
F 1.593 3.220 0.828 -0.18
```



Below is C2F6NO2S2Sc as an isolated structure in a non-equilibrium geometry, with properties calculated with ωB97M-V/def2-TZVPD.

The HOMO energy is -18.46 eV. The electronic energy comes out at -66314.760 eV. The orbital gap is 6.7 eV. The total charge is +2.

Structure (XYZ):
```
14
Properties=species:S:1:pos:R:3:nbo_charge:R:1
Sc -0.164 2.315 -1.267 2.30
N -0.750 -0.480 0.484 -1.04
S 0.715 0.168 0.829 1.35
O 1.054 1.475 0.076 -1.01
C 0.188 0.881 2.486 0.84
F -0.545 0.001 3.131 -0.25
F -0.502 1.994 2.289 -0.30
F 1.282 1.153 3.170 -0.26
S -1.260 -0.651 -1.027 1.40
O -1.100 0.666 -1.835 -1.02
C 0.050 -1.689 -1.927 0.81
F 0.871 -0.929 -2.635 -0.29
F 0.738 -2.379 -1.036 -0.27
F -0.579 -2.524 -2.738 -0.26
```



Below is C2F6NO4PtS2 as an isolated structure in a non-equilibrium geometry, with properties calculated with ωB97M-V/def2-TZVPD.

The HOMO energy (alpha / beta) is -13.80 / -15.94 eV. The electronic energy comes out at -52959.615 eV. The orbital gap (alpha / beta) is 6.6 / 8.7 eV. Its spin multiplicity is 3. The total charge is +1.

Structure (XYZ):
```
16
Properties=species:S:1:pos:R:3:nbo_charge:R:1
C -0.784 -2.110 -0.085 0.66
F -0.381 -3.289 -0.622 -0.32
F -0.339 -1.265 -1.129 -0.36
F -2.104 -2.357 0.031 -0.31
Pt 0.080 -1.402 1.722 1.06
N -0.717 1.306 -0.048 -1.02
S -1.878 0.480 0.509 2.33
O -1.655 -0.257 1.751 -0.84
O -3.182 0.757 0.006 -0.65
S 0.824 1.260 0.559 2.14
O 1.094 -0.009 1.273 -0.94
O 1.152 2.499 1.209 -0.77
C 1.807 1.119 -1.043 0.81
F 1.307 0.156 -1.772 -0.27
F 1.737 2.267 -1.665 -0.26
F 3.041 0.845 -0.695 -0.27
```



Below is C2F6NO4S2Sn as an isolated structure in a non-equilibrium geometry, with properties calculated with ωB97M-V/def2-TZVPD.

The HOMO energy is -13.64 eV. The electronic energy comes out at -55546.326 eV. The orbital gap is 4.6 eV. The total charge is +1.

Structure (XYZ):
```
16
Properties=species:S:1:pos:R:3:nbo_charge:R:1
Sn 1.643 0.577 -2.907 1.77
C -2.420 0.195 -0.923 0.82
F -2.421 -0.959 -0.387 -0.26
F -2.126 0.072 -2.283 -0.34
F -3.648 0.810 -0.775 -0.28
S -0.948 1.253 -0.150 2.10
O -0.651 2.217 -1.148 -0.97
O -1.284 1.794 1.171 -0.77
N 0.439 0.214 -0.291 -1.31
S 0.799 -0.056 1.108 2.16
O 1.571 1.105 1.619 -0.89
O -0.231 -0.661 1.966 -0.84
C 2.099 -1.413 0.808 0.74
F 3.206 -0.860 0.274 -0.33
F 2.311 -1.986 1.985 -0.28
F 1.663 -2.300 -0.069 -0.32
```



Below is an isolated ion of composition C2FO4S and charge -1 in a non-equilibrium geometry, with properties calculated with ωB97M-V/def2-TZVPD.

The HOMO energy is -3.99 eV. The electronic energy comes out at -23815.331 eV. The orbital gap is 7.9 eV. The total charge is -1.

Structure (XYZ):
```
8
Properties=species:S:1:pos:R:3:nbo_charge:R:1
C 0.967 -1.357 0.067 0.84
C 0.250 0.176 0.591 0.12
O -0.278 -1.352 0.194 -0.54
O 1.988 -1.903 -0.154 -0.57
O -0.468 0.918 -1.896 -1.01
O -1.381 2.354 -0.126 -1.01
F 0.123 0.178 1.950 -0.37
S -1.200 0.985 -0.627 1.53
```



Below is C2H10F8NO15S4Y as an isolated structure in a non-equilibrium geometry, with properties calculated with ωB97M-V/def2-TZVPD.

The HOMO energy is -10.16 eV. The electronic energy comes out at -100567.421 eV. The orbital gap is 8.8 eV.

Structure (XYZ):
```
41
Properties=species:S:1:pos:R:3:nbo_charge:R:1
Y -0.357 -0.522 -0.014 2.09
C 0.884 3.195 -2.320 0.71
F -0.277 2.952 -2.968 -0.35
F 1.569 4.118 -2.955 -0.29
F 0.565 3.624 -1.096 -0.32
S 1.875 1.615 -2.181 2.34
O 0.957 0.704 -1.473 -1.08
O 2.124 1.195 -3.553 -0.95
O 3.064 2.008 -1.458 -0.92
C -0.480 3.786 2.311 0.74
F -0.084 4.708 1.446 -0.30
F -0.385 4.275 3.544 -0.30
F -1.763 3.394 2.142 -0.33
S 0.567 2.228 2.143 2.33
O 0.300 1.517 3.378 -1.01
O 0.049 1.431 1.000 -1.07
O 1.946 2.628 1.996 -0.91
N 0.073 -2.729 -0.087 -1.25
S -0.284 -4.015 0.742 2.43
O 0.587 -4.360 1.823 -0.87
O -0.977 -5.057 0.024 -0.87
F -1.535 -3.357 1.565 -0.54
S 1.351 -3.506 -0.975 2.42
O 0.918 -4.369 -2.015 -0.84
O 2.598 -3.772 -0.351 -0.83
F 1.673 -2.138 -1.751 -0.49
O -2.598 -1.419 0.031 -0.95
H -2.701 -2.358 -0.194 0.52
H -3.498 -1.080 0.115 0.52
O 1.632 -0.843 1.222 -0.96
H 2.519 -0.624 0.887 0.53
H 1.775 -1.220 2.100 0.52
O -0.912 -1.174 -2.277 -0.95
H -0.503 -1.103 -3.152 0.53
H -1.679 -1.748 -2.398 0.50
O -1.837 1.165 -0.973 -0.95
H -1.450 1.962 -1.371 0.53
H -2.790 1.290 -1.028 0.50
O -0.946 -0.773 2.319 -0.98
H -1.017 -1.589 2.836 0.52
H -0.954 -0.039 2.968 0.55
```



Below is a 2-piece molecular cluster, C2H10N2 overall in a non-equilibrium geometry, with properties calculated with ωB97M-V/def2-TZVPD.

The HOMO energy is -9.08 eV. The electronic energy comes out at -5215.683 eV. The orbital gap is 10.1 eV. As for the SMILES: CCN.N.

Structure (XYZ):
```
14
Properties=species:S:1:pos:R:3:nbo_charge:R:1
N 2.946 -1.326 -0.812 -1.05
H 2.199 -1.864 -1.248 0.35
H 3.393 -1.095 -1.701 0.35
H 2.578 -0.470 -0.424 0.35
C -2.143 0.808 1.020 -0.61
C -1.244 -0.001 0.024 -0.20
N 0.015 0.680 -0.119 -0.86
H -1.550 0.667 1.942 0.19
H -3.141 0.400 1.067 0.22
H -1.977 1.878 0.843 0.22
H -1.732 -0.131 -0.952 0.18
H -1.218 -0.995 0.497 0.15
H 0.320 0.930 0.814 0.35
H 0.825 0.448 -0.649 0.37
```



electronic energy of number 9 (C2H10F8NO15S4Y)?
-100567.421 eV



Look up the electronic energy of the seventh one.
-55546.326 eV



The lowest electronic energy belongs to which entry?
C2H10F8NO15S4Y